1.
The following is a quantum chemistry calculation of a structure of composition C28H34N4O9PRuS3, from the Open Molecules 2025 dataset.

Computed properties:
Total energy, eV: -98350.5695
Spin multiplicity: 6
Net charge: 0
Frontier orbital gap (alpha / beta), eV: 8.041 / 6.928
Lowest unoccupied orbital energy (alpha / beta), eV: 0.2 / -1.2
<S²>: 8.7589
HOMO level (alpha / beta), eV: -7.9 / -8.1

XYZ file:
```
80
Properties=species:S:1:pos:R:3:forces:R:3
Ru -0.96131 0.60417 0.16819 -0.9 -0.1 0.7
O -0.64639 2.48935 -1.91589 0.0 0.0 0.2
S -2.00188 3.36916 -1.11577 -0.1 0.3 -0.3
O -3.18874 2.71671 -1.65236 0.2 -0.1 0.1
O -1.62553 2.86993 0.24175 0.0 -0.6 -0.1
C -0.86736 2.01950 -3.18006 -0.2 -0.2 -0.2
C -0.53677 2.75872 -4.30315 0.0 0.0 0.1
C -0.73794 2.23009 -5.57144 0.0 0.0 -0.1
C -1.28432 0.96611 -5.71483 0.0 -0.1 0.0
C -1.62290 0.21230 -4.59840 -0.1 0.0 0.1
C -1.41720 0.73411 -3.32970 0.3 0.2 -0.2
S -1.87408 -1.70901 -2.03588 0.1 -0.1 -0.3
O -1.65318 0.05704 -2.18292 -0.3 0.0 0.6
O -3.32279 -1.86998 -2.03312 0.2 0.1 0.0
O -1.30470 -1.70513 -0.65702 -0.1 0.1 0.2
H -0.11004 3.74464 -4.16492 0.0 0.0 0.0
H -0.46827 2.80726 -6.44615 0.0 0.0 0.0
H -1.44192 0.54626 -6.69982 0.0 0.0 0.0
H -2.05577 -0.77406 -4.70450 0.0 0.0 0.0
N -3.42054 0.19985 0.06792 1.1 0.5 -0.1
N -4.07467 0.17115 1.30234 0.0 0.2 0.4
C -3.33541 0.50883 2.45749 -0.6 -0.3 -0.2
O -3.90938 0.44106 3.53319 0.3 0.0 0.0
O -2.11826 0.86491 2.24464 0.7 0.3 -0.4
H -3.57055 1.08951 -0.39688 -0.5 0.1 -0.2
H -3.69720 -0.55712 -0.54734 0.0 -0.2 0.0
H -4.71047 -0.59410 1.45138 -0.2 0.0 -0.1
O 0.88069 1.74660 1.21295 -0.3 -0.4 -0.3
S 1.53943 2.99190 1.72852 0.4 0.5 -0.1
C 1.07820 4.41177 0.67096 0.1 -0.1 0.1
C 2.10431 4.51723 -0.44505 0.1 -0.1 0.0
C 3.45285 4.19165 0.19260 -0.1 0.0 -0.1
C 3.23732 2.92109 1.00187 -0.2 0.1 0.2
H 1.09748 5.28844 1.32096 0.0 0.0 0.1
H 0.06274 4.22025 0.33990 0.0 0.0 0.1
H 2.09400 5.50986 -0.89530 0.0 0.0 0.0
H 1.87295 3.78914 -1.22381 0.0 0.0 0.0
H 3.75863 5.00921 0.84970 0.0 0.0 0.0
H 4.23420 4.04962 -0.55479 0.0 0.0 0.0
H 3.95988 2.78565 1.80510 0.0 -0.1 0.0
H 3.20713 2.02924 0.37339 0.0 0.0 0.0
C 2.58638 -2.65534 -3.06285 0.0 -0.1 -0.2
N 2.13592 -1.44850 -2.40454 0.0 0.0 0.1
C 2.35040 -0.15862 -2.82523 0.1 0.2 0.1
C 1.69425 0.63737 -1.93662 0.2 0.0 0.0
N 1.07925 -0.14100 -0.98879 -0.4 0.1 0.0
C 1.36393 -1.38723 -1.30385 0.1 0.0 -0.1
H 3.60796 -2.52794 -3.41648 0.0 0.0 0.1
H 1.95097 -2.88659 -3.91815 0.0 0.0 0.0
H 2.55708 -3.48327 -2.35861 0.0 0.0 0.0
H 2.93974 0.08507 -3.69210 0.0 -0.1 0.0
H 1.61699 1.70958 -1.91948 0.0 0.0 0.0
H 1.03988 -2.25794 -0.76057 0.0 0.0 -0.1
C 0.27152 0.04262 3.77431 -0.1 0.1 -0.2
P -0.31617 -0.83818 2.28752 0.5 -0.6 0.1
C -1.55395 -2.01612 2.90937 -0.1 0.1 -0.1
C -2.10467 -2.96260 2.04158 -0.1 0.1 0.0
C -3.08878 -3.83199 2.48289 0.0 0.0 0.0
C -3.54992 -3.75491 3.78972 0.0 0.0 0.0
C -3.01581 -2.81181 4.65158 0.0 0.0 0.1
C -2.02442 -1.94591 4.21788 0.1 0.0 0.0
C 1.15054 -1.88756 1.92290 0.0 0.0 0.0
C 2.34386 -1.21592 1.64061 -0.1 -0.1 0.1
C 3.48151 -1.90996 1.26719 0.0 0.0 0.0
C 3.44084 -3.29278 1.14309 0.0 0.0 0.0
C 2.26265 -3.97026 1.41686 0.0 -0.1 0.0
C 1.12534 -3.27562 1.80935 0.0 0.1 0.0
H 0.51949 -0.68802 4.54378 0.0 0.0 0.0
H -0.51130 0.71701 4.11226 0.0 0.0 0.0
H 1.15751 0.61965 3.52343 0.0 0.0 0.0
H -1.78286 -2.99142 1.01276 0.0 0.0 -0.1
H -3.50487 -4.56054 1.79831 0.0 0.0 0.0
H -4.33660 -4.41776 4.12696 0.0 0.0 0.0
H -3.38864 -2.73148 5.66404 0.0 0.0 0.0
H -1.64660 -1.19820 4.89944 0.0 0.0 0.0
H 2.35635 -0.13550 1.69184 0.1 0.0 0.0
H 4.40051 -1.37379 1.06268 0.0 0.0 0.0
H 4.32440 -3.83881 0.83699 0.0 0.0 0.0
H 2.22777 -5.04963 1.33413 0.0 0.0 0.0
H 0.21731 -3.81896 2.03211 0.0 0.0 0.0
```
Forces are in eV/Å.

2.
The following is a quantum chemistry calculation of a structure of composition C6H19CsN5O3, from the Open Molecules 2025 dataset.

Computed properties:
Total energy, eV: -20668.2466
Relative energy (zero: lowest compared OMol25 entry of this formula, charge and spin), kcal/mol: 10.4
Net charge: +1
Frontier orbital gap, eV: 8.448
Lowest unoccupied orbital energy, eV: -2.9
HOMO level, eV: -11.4

XYZ file:
```
34
Properties=species:S:1:pos:R:3:forces:R:3
Cs -2.31501 -0.12935 0.27059 0.0 -0.2 0.2
C 0.75839 1.60406 0.81792 1.0 -0.4 0.6
C 2.05575 2.06284 0.15870 -0.4 -0.1 -1.3
C 3.28115 1.66915 0.96181 -0.7 0.3 0.7
O 4.42112 1.99417 0.21773 0.2 0.1 0.6
C 5.62394 1.66745 0.91204 0.0 0.1 -0.6
N 2.09746 1.46607 -1.20918 0.3 0.0 0.5
H -0.11491 1.75294 0.18595 0.2 0.2 -0.1
H 0.60004 2.05481 1.80017 0.0 0.2 -0.1
H 0.94296 0.53382 0.98186 -0.6 0.0 0.0
H 2.07502 3.14360 0.00533 0.0 0.1 0.2
H 3.22688 0.60671 1.24629 0.2 -0.1 -0.3
H 3.25275 2.22596 1.91272 0.2 0.0 0.0
H 5.61736 1.89205 1.98177 -0.4 0.0 0.0
H 6.39937 2.29611 0.47737 0.1 -0.3 -0.1
H 5.82184 0.60468 0.75915 0.3 0.0 0.1
H 1.67233 0.54492 -1.18679 -0.1 0.0 0.2
H 3.08297 1.28932 -1.39613 -0.1 0.2 -0.4
C -5.44633 -2.06846 1.65650 0.0 -0.5 -0.2
O -4.22822 -1.95047 1.54667 0.1 0.6 0.0
N -6.03490 -2.71287 2.69568 0.1 0.1 0.2
N -6.33493 -1.60863 0.74299 -1.0 0.1 -0.2
H -6.97500 -3.06016 2.63626 0.0 0.1 0.2
H -5.46587 -2.97240 3.47962 0.1 -0.2 -0.1
H -6.12880 -1.14371 -0.11962 0.6 -0.1 0.1
H -7.31359 -1.80603 0.87327 0.1 0.1 0.0
C -0.03995 -1.23260 -2.25927 1.3 1.0 -0.7
O 0.17791 -1.03425 -1.06325 -0.3 -1.0 0.1
N 0.35858 -2.30228 -3.00229 -0.1 -0.8 0.6
N -0.50808 -0.21445 -3.01522 -1.3 0.6 -0.7
H 0.83576 -3.06621 -2.55402 -0.1 0.1 0.3
H -0.06235 -2.53617 -3.88436 0.0 0.3 0.0
H -0.69389 0.69097 -2.61949 0.3 -0.1 0.3
H -0.63976 -0.26158 -4.01074 0.2 -0.2 0.0
```
Forces are in eV/Å.

3.
The following is a quantum chemistry calculation of the molecule C5H7N, from the Open Molecules 2025 dataset.

Computed properties:
Total energy, eV: -6785.9779
Relative energy (zero: lowest compared OMol25 entry of this formula, charge and spin), kcal/mol: 58.5
SMILES string: C[C@H]1CC1=C=N
Net charge: 0
Frontier orbital gap, eV: 9.875
Lowest unoccupied orbital energy, eV: 1.0
HOMO level, eV: -8.9

XYZ file:
```
13
Properties=species:S:1:pos:R:3:forces:R:3
C -0.42890 -0.92515 1.51603 0.0 0.0 0.1
C -0.36533 0.29683 0.63557 -0.1 0.0 0.1
C 0.96922 0.93694 0.29246 0.2 0.1 0.2
C 0.20241 0.19385 -0.71497 0.0 -0.1 0.0
C 0.04999 -0.16507 -1.93095 -0.2 0.0 -0.7
N -0.14355 -0.45226 -3.12053 0.2 0.0 0.9
H -1.32270 -1.51894 1.29606 0.1 0.1 0.0
H -0.46040 -0.63133 2.56906 0.0 -0.1 -0.1
H 0.44844 -1.55884 1.35154 -0.1 0.1 0.0
H -1.20305 0.98622 0.73538 0.1 -0.1 0.0
H 1.87326 0.46876 0.67282 -0.1 0.0 0.1
H 1.01447 2.01893 0.19252 0.0 -0.1 0.0
H -0.63384 0.35006 -3.49499 -0.3 0.1 -0.7
```
Forces are in eV/Å.

4.
The following is a quantum chemistry calculation of the molecule C24H27N7O, from the Open Molecules 2025 dataset.

Computed properties:
Total energy, eV: -37804.5606
SMILES string: COc1cc(N2CCN(C)CC2)ccc1Nc1nccc(-c2cn(C)c3cnccc23)n1
Net charge: 0
Frontier orbital gap, eV: 7.774
Lowest unoccupied orbital energy, eV: 0.5
HOMO level, eV: -7.3

XYZ file:
```
59
Properties=species:S:1:pos:R:3:forces:R:3
C -0.73738 -0.02699 2.34978 0.0 0.2 0.2
O -0.46320 -1.16511 1.57726 0.5 -0.2 -0.2
C 0.53205 -1.11061 0.65123 0.0 -0.2 0.1
C 1.45853 -0.08547 0.56630 -0.1 0.1 0.2
C 2.52749 -0.12046 -0.33912 -0.3 -0.3 -0.1
N 3.38717 0.97084 -0.41264 0.1 0.3 -0.1
C 4.38148 1.05050 -1.45980 0.2 -0.2 -0.2
C 5.69039 0.35822 -1.06880 -0.1 0.2 -0.1
N 6.20322 0.97012 0.14435 0.0 0.0 0.0
C 7.48707 0.42421 0.52316 0.0 0.0 0.0
C 5.22553 0.84884 1.20984 -0.2 0.2 0.0
C 3.92456 1.54890 0.80180 0.2 -0.1 0.4
C 2.62899 -1.23022 -1.17877 0.3 0.2 0.0
C 1.68230 -2.23633 -1.12909 -0.4 0.1 0.2
C 0.62088 -2.19578 -0.24090 0.1 0.2 -0.1
N -0.33212 -3.22202 -0.22825 0.3 -0.4 0.1
C -1.67297 -3.03405 -0.22582 -0.7 0.0 -0.2
N -2.41804 -4.14627 -0.15517 0.3 -0.2 0.1
C -3.72564 -3.96380 -0.14925 0.0 0.1 0.0
C -4.31794 -2.71320 -0.19700 0.1 0.2 0.0
C -3.45353 -1.61746 -0.28338 0.0 -0.6 0.0
C -3.88599 -0.23534 -0.36847 0.1 0.4 -0.1
C -3.05324 0.78522 -0.77112 -0.1 -0.4 0.1
N -3.69759 1.97621 -0.76264 0.0 -0.1 0.0
C -3.14584 3.24533 -1.14025 0.0 0.4 -0.1
C -4.98237 1.76390 -0.33793 -0.5 -0.5 0.2
C -6.03846 2.64465 -0.14212 0.3 0.1 -0.1
N -7.20371 2.22333 0.29807 -0.2 0.4 0.0
C -7.36242 0.92710 0.56772 -0.1 -0.4 0.1
C -6.38817 -0.03695 0.41060 0.0 0.1 0.0
C -5.14538 0.37638 -0.07296 0.0 0.5 -0.1
N -2.13450 -1.79321 -0.32131 0.1 0.0 -0.2
H 0.08171 0.20305 3.04155 0.0 0.0 -0.1
H -0.94147 0.84629 1.72202 0.0 0.0 0.0
H -1.63094 -0.26932 2.92346 0.1 0.1 0.0
H 1.35610 0.76860 1.21522 -0.1 0.1 0.1
H 3.98122 0.64037 -2.38629 0.0 0.0 0.0
H 4.59398 2.11349 -1.61793 0.0 -0.1 -0.1
H 6.42881 0.49038 -1.86333 0.0 -0.1 0.0
H 5.51613 -0.72430 -0.92912 0.0 0.0 0.0
H 7.44339 -0.65367 0.74785 0.0 0.0 0.0
H 8.19338 0.58101 -0.29091 0.1 0.0 0.0
H 7.85023 0.94864 1.40592 0.1 0.0 0.0
H 5.63036 1.32247 2.10739 0.0 0.0 0.0
H 5.00524 -0.21070 1.44228 0.0 0.0 0.0
H 3.20733 1.47558 1.61646 0.0 0.1 0.0
H 4.13571 2.60564 0.60965 0.0 0.0 0.1
H 3.43954 -1.32571 -1.88216 0.1 0.0 0.0
H 1.76878 -3.08038 -1.79820 0.0 -0.1 -0.1
H -0.02491 -4.17541 -0.34742 -0.1 0.1 0.1
H -4.32162 -4.86782 -0.10418 -0.1 0.0 0.0
H -5.38737 -2.60187 -0.20306 -0.1 0.0 0.0
H -2.02701 0.69920 -1.07264 0.2 0.0 -0.1
H -2.10497 3.11252 -1.42985 -0.1 0.0 0.0
H -3.19694 3.94869 -0.30536 0.0 0.0 0.0
H -3.69810 3.66822 -1.98307 0.1 0.0 0.0
H -5.95244 3.70603 -0.33731 0.1 0.1 -0.1
H -8.34471 0.66194 0.93557 0.0 -0.1 0.0
H -6.59256 -1.06338 0.66813 0.0 -0.1 0.0
```
Forces are in eV/Å.

5.
The following is a quantum chemistry calculation of a structure of composition C47H40BrGeN7O3RuS, from the Open Molecules 2025 dataset.

Computed properties:
Total energy, eV: -205915.7161
Relative energy (zero: lowest compared OMol25 entry of this formula, charge and spin), kcal/mol: 94.0
Net charge: +2
Frontier orbital gap (alpha / beta), eV: 4.396 / 4.397
Lowest unoccupied orbital energy (alpha / beta), eV: -7.9 / -7.9
HOMO level (alpha / beta), eV: -12.3 / -12.3

XYZ file:
```
101
Properties=species:S:1:pos:R:3:forces:R:3
Ru -0.37680 0.09948 -0.91344 0.3 1.9 1.7
O -3.77885 -1.18520 -2.62788 -0.4 -0.3 0.2
C -4.58761 -1.64331 -1.61625 0.3 0.2 -0.4
C -5.75408 -2.30857 -1.95973 -0.2 -0.1 0.0
C -6.62414 -2.74377 -0.97165 0.0 0.0 -0.1
C -6.34618 -2.50905 0.37079 0.0 0.0 -0.1
C -5.17945 -1.84722 0.70402 0.1 0.0 0.1
C -4.27870 -1.42704 -0.27451 -0.2 0.0 0.1
C -2.99397 -0.77895 0.15808 0.4 0.0 0.0
O -2.41708 0.08826 -0.78721 -0.2 -0.7 -0.1
N -2.03557 -1.83539 0.45988 0.0 0.1 -0.4
N -0.76068 -1.47416 0.68286 0.0 0.2 -0.5
C 0.06209 -2.35492 1.10870 0.3 -0.2 0.3
C 1.40566 -2.06550 1.61122 -0.2 0.2 0.0
Br 1.66631 -0.31156 2.27605 -0.1 -0.1 0.2
C 2.29175 -3.05475 1.74154 0.4 -0.3 0.1
C 3.64385 -3.10291 2.33872 -0.3 0.0 -0.2
C 3.99529 -2.43744 3.50981 0.0 0.1 0.2
C 5.28358 -2.54506 4.01543 -0.1 0.0 0.0
C 6.23335 -3.31880 3.36258 0.0 0.0 0.0
C 5.88517 -4.01020 2.21097 -0.1 0.0 -0.1
C 4.59387 -3.91046 1.71350 0.1 -0.1 -0.1
H -3.14503 -0.58336 -2.19226 0.1 0.1 0.1
H -5.96686 -2.46291 -3.01111 0.0 0.0 0.1
H -7.53687 -3.25515 -1.25277 0.1 0.0 0.0
H -7.03261 -2.83306 1.14247 0.0 0.0 -0.1
H -4.94996 -1.65256 1.74912 0.0 0.0 -0.1
H -3.18906 -0.21921 1.07886 0.1 0.2 0.1
H -2.33988 -2.77888 0.64595 0.0 0.0 0.1
H -0.28048 -3.38548 1.21987 0.0 0.0 0.1
H 1.95730 -3.99921 1.30943 0.1 0.0 0.0
H 3.25276 -1.87251 4.05660 0.0 0.1 0.0
H 5.54172 -2.03242 4.93359 0.0 0.0 0.0
H 7.23557 -3.40326 3.76385 0.0 0.0 0.0
H 6.61197 -4.64080 1.71402 0.0 0.0 0.0
H 4.31212 -4.47405 0.82786 0.0 0.0 0.1
S -0.15442 1.92962 0.50855 -0.5 -0.9 -1.1
C -1.01808 2.92001 -0.55340 0.0 -0.3 -0.4
N -1.41448 4.11882 -0.08882 -0.4 0.8 -0.4
N -2.38927 4.75263 -0.61712 0.5 -0.6 0.4
C -3.45298 4.34964 -1.48582 0.1 0.1 0.0
C -3.87988 3.02832 -1.58252 -0.1 -0.1 0.1
C -4.96413 2.74522 -2.39020 0.0 0.0 0.0
C -5.61107 3.76257 -3.08771 0.0 0.0 0.0
C -5.18594 5.07907 -2.96431 0.0 0.0 0.0
C -4.10876 5.38009 -2.14961 0.1 0.1 0.0
N -1.24274 2.62454 -1.88038 0.2 0.5 0.8
N -0.83166 1.51692 -2.29238 0.0 -0.4 -0.4
C -0.99943 1.40545 -3.72825 0.1 -0.1 0.1
C -0.94373 2.55468 -4.51204 0.1 0.1 0.1
C -1.10462 2.45743 -5.88130 0.0 0.0 0.0
C -1.33589 1.22309 -6.47689 0.0 0.0 0.0
C -1.41539 0.08444 -5.68932 0.0 0.0 0.0
C -1.24210 0.17133 -4.31659 -0.1 -0.1 0.0
H -2.47519 5.69194 -0.24163 -0.1 0.0 0.1
H -3.40445 2.22812 -1.02877 -0.1 0.0 -0.1
H -5.30891 1.72125 -2.46916 0.0 0.0 0.0
H -6.46117 3.52884 -3.71546 0.0 0.0 0.0
H -5.69610 5.87196 -3.49463 0.0 0.0 0.0
H -3.77014 6.40579 -2.03989 0.0 -0.1 0.0
H -0.73607 3.50890 -4.04877 0.0 0.0 0.0
H -1.04588 3.35173 -6.48767 0.0 0.0 0.0
H -1.47093 1.15249 -7.54864 0.0 0.0 0.0
H -1.64108 -0.87420 -6.13833 0.0 0.0 0.0
H -1.42173 -0.70745 -3.72300 0.0 0.0 0.0
O -0.87964 -2.30849 -2.18704 -0.8 -0.6 0.3
N -0.04403 -1.47333 -2.05771 0.1 -0.2 -0.6
C 2.50646 -3.89989 -3.29104 0.3 0.1 0.0
C 3.67196 -3.14749 -2.96493 0.0 -0.2 -0.1
C 3.63081 -1.85085 -2.46051 0.1 0.1 -0.1
C 2.42082 -1.21198 -2.30682 0.0 -0.1 0.0
C 1.23290 -1.88515 -2.81142 0.1 0.2 0.2
C 1.29892 -3.31630 -3.16459 -0.2 0.1 0.0
Ge 2.09365 0.52670 -1.35815 0.1 -0.1 -0.1
C 3.73666 0.73921 -0.34616 0.1 -0.1 0.1
C 4.26527 -0.31360 0.40624 0.1 0.1 -0.1
C 5.50350 -0.19717 1.02065 -0.1 0.0 -0.1
C 6.23150 0.97962 0.89070 0.0 0.0 0.0
C 5.72245 2.02940 0.14086 0.0 0.0 0.0
C 4.48267 1.91081 -0.48006 0.1 -0.1 0.1
C 2.14385 1.85788 -2.78700 0.1 0.0 -0.2
C 1.93507 3.20267 -2.47511 0.0 0.0 -0.1
C 1.98420 4.17668 -3.46587 0.0 0.0 0.1
C 2.23278 3.81854 -4.78541 0.0 0.0 0.0
C 2.43566 2.48592 -5.11272 0.0 -0.1 0.1
C 2.39338 1.51366 -4.11772 0.0 0.1 0.0
H 2.59382 -4.93180 -3.60458 0.0 0.1 0.0
H 4.64043 -3.62676 -3.08182 -0.1 0.0 0.1
H 4.54632 -1.36321 -2.14601 0.0 0.0 0.0
H 1.10241 -1.38947 -3.80829 0.0 0.1 0.0
H 0.37574 -3.84370 -3.36894 0.1 0.0 0.0
H 3.71234 -1.23671 0.52737 0.0 0.0 -0.1
H 5.89244 -1.02295 1.60400 0.0 0.0 0.0
H 7.19478 1.07766 1.37657 0.0 0.0 0.0
H 6.29265 2.94309 0.02959 0.0 0.0 0.0
H 4.11223 2.73790 -1.07092 0.0 0.0 0.0
H 1.75350 3.50446 -1.44716 0.0 0.0 0.0
H 1.84548 5.21914 -3.20561 0.0 0.0 0.0
H 2.27443 4.57902 -5.55547 0.0 0.0 0.0
H 2.64017 2.20395 -6.13887 0.0 0.0 0.0
H 2.59045 0.48147 -4.39554 0.0 0.0 0.0
```
Forces are in eV/Å.

6.
The following is a quantum chemistry calculation of the molecule C4H5NO, from the Open Molecules 2025 dataset.

Computed properties:
Total energy, eV: -7765.3717
Relative energy (zero: lowest compared OMol25 entry of this formula, charge and spin), kcal/mol: 26.6
SMILES string: CCC(=O)C#N
Net charge: 0
Frontier orbital gap, eV: 10.838
Lowest unoccupied orbital energy, eV: -0.2
HOMO level, eV: -11.0

XYZ file:
```
11
Properties=species:S:1:pos:R:3:forces:R:3
C -0.30633 -0.42446 -1.13486 -0.2 -0.2 -0.2
C -0.84134 0.19250 0.21122 0.2 -0.1 -0.2
C 0.43707 0.82006 0.64229 0.2 0.5 0.1
O 0.82667 1.89514 0.26432 0.0 -0.3 0.6
C 1.28696 -0.13825 1.38827 0.7 -0.6 0.8
N 1.82109 -0.97450 1.98129 -0.4 0.8 -0.5
H -0.74093 0.04726 -2.01469 -0.2 -0.1 0.1
H -0.45622 -1.50291 -1.14994 -0.3 0.1 -0.1
H 0.78231 -0.29352 -1.25866 -0.4 0.0 0.2
H -1.19914 -0.59767 0.87812 0.3 0.2 0.0
H -1.61013 0.97636 0.19264 0.2 -0.3 -0.7
```
Forces are in eV/Å.

no.,F_max (hartree/bohr)
1,0.0235
2,0.0346
3,0.0177
4,0.0154
5,0.0497
6,0.0239